Entry 1:
Computed, not measured: a structure of composition C16H21N4O11V at a distorted geometry, with the ωB97M-V functional and the def2-TZVPD basis.

Last column: Mulliken charge in e.
Cartesian coordinates (Å):
O1 -2.274 -2.816 -0.716  -0.577
V1 -2.648 -2.191 -2.127  1.619
O2 -2.901 -0.631 -2.124  -0.697
C1 0.981 -1.421 -0.510  -0.995
C2 0.597 -0.971 -1.905  0.533
O3 -0.358 -1.771 -2.521  -0.625
H1 0.247 -1.268 0.282  -0.082
H2 1.897 -0.923 -0.178  0.459
H3 1.219 -2.487 -0.486  0.389
H4 1.525 -1.003 -2.490  0.271
H5 0.305 0.088 -1.913  -0.292
C3 0.539 1.866 -4.252  -0.749
N1 0.576 3.116 -5.015  0.902
O4 1.649 3.628 -5.285  -0.534
O5 -0.481 3.674 -5.255  -0.534
H6 0.563 1.096 -5.023  0.305
H7 -0.390 1.793 -3.698  0.290
H8 1.438 1.815 -3.646  0.326
C4 4.213 -4.175 -1.854  -0.651
N2 3.450 -4.676 -3.029  0.895
O6 3.516 -5.874 -3.228  -0.542
O7 2.656 -3.942 -3.580  -0.503
H9 3.865 -3.155 -1.725  0.254
H10 5.261 -4.335 -2.093  0.280
H11 3.959 -4.788 -0.994  0.276
C5 -2.288 -1.544 2.850  -0.642
C6 -1.154 -2.326 2.653  -0.223
C7 0.143 -1.828 2.917  -0.374
C8 0.312 -0.551 3.468  -0.017
C9 -0.846 0.227 3.625  -0.465
C10 -2.077 -0.252 3.320  -0.142
N3 1.633 -0.106 3.877  0.997
O8 1.777 1.060 4.185  -0.605
O9 2.511 -0.944 3.822  -0.606
H12 -3.218 -1.888 2.421  0.397
H13 -1.216 -3.298 2.184  0.368
H14 0.965 -2.503 2.733  0.479
H15 -0.694 1.243 3.962  0.449
H16 -2.822 0.520 3.469  0.382
C11 -1.798 1.579 0.052  0.076
C12 -2.863 2.435 0.259  -0.719
C13 -2.772 3.386 1.284  -0.492
C14 -1.520 3.555 1.891  0.025
C15 -0.423 2.773 1.565  -0.457
C16 -0.575 1.705 0.700  -0.137
N4 -1.351 4.677 2.889  0.976
O10 -2.377 5.215 3.244  -0.603
O11 -0.230 5.099 3.050  -0.569
H17 -1.901 0.879 -0.769  0.113
H18 -3.732 2.403 -0.382  0.451
H19 -3.665 3.940 1.531  0.492
H20 0.544 2.883 2.039  0.409
H21 0.234 1.011 0.526  0.419

Values from the calculation:
electronic energy	-71087.943	eV
2S+1	1
highest occupied orbital energy	-0.35491	Eh
frontier orbital gap	6.7	eV
energy relative to the best compared isomer or geometry (same formula, charge and spin)	0.0	kJ/mol

---

Entry 2:
Computed, not measured: the molecule C16H21NO3 at a distorted geometry, with the ωB97M-V functional and the def2-TZVPD basis.

Last column: Mulliken charge in e.
Cartesian coordinates (Å):
O1 -0.924 -2.967 0.645  -0.393
O2 0.621 -1.085 2.144  -0.283
O3 3.101 -0.882 1.281  -0.648
C1 0.156 -2.338 0.141  -0.433
C2 0.894 -1.434 0.843  0.503
C3 -2.562 -3.074 3.961  -0.472
C4 -1.780 -2.160 4.684  -0.454
C5 -2.251 -3.356 2.604  -0.611
C6 -0.714 -1.475 4.057  -0.869
C7 -1.198 -2.675 1.982  0.636
C8 -0.463 -1.718 2.707  0.359
N1 0.734 0.698 -1.130  0.705
C9 2.138 -0.837 0.213  0.032
C10 1.857 0.636 -0.130  -1.351
C11 0.979 0.444 -2.554  -1.010
C12 -0.524 1.245 -0.726  -0.889
C13 1.064 1.706 -3.381  -0.571
C14 -0.476 2.776 -0.952  -0.609
C15 -0.320 2.341 -3.567  -0.724
C16 -0.792 3.220 -2.386  -0.733
H1 2.620 -0.851 2.123  0.416
H2 0.461 -2.602 -0.855  0.427
H3 -3.399 -3.563 4.478  0.351
H4 -2.046 -1.974 5.712  0.385
H5 -2.834 -4.080 2.004  0.379
H6 -0.157 -0.744 4.586  0.470
H7 2.474 -1.366 -0.689  0.411
H8 1.675 1.253 0.745  0.459
H9 2.748 1.084 -0.566  0.388
H10 1.946 -0.114 -2.692  0.344
H11 0.153 -0.194 -2.927  0.389
H12 -1.385 0.794 -1.251  0.436
H13 -0.690 1.028 0.330  0.293
H14 1.449 1.368 -4.366  0.378
H15 1.730 2.464 -2.916  0.244
H16 -1.199 3.272 -0.275  0.403
H17 0.514 3.179 -0.664  0.295
H18 -1.031 1.525 -3.728  0.297
H19 -0.363 2.917 -4.491  0.389
H20 -0.354 4.196 -2.485  0.332
H21 -1.849 3.344 -2.508  0.331

Values from the calculation:
electronic energy	-24563.112	eV
2S+1	1
highest occupied orbital energy	-0.27987	Eh
frontier orbital gap	8.4	eV
energy relative to the best compared isomer or geometry (same formula, charge and spin)	365.0	kJ/mol

---

Entry 3:
Computed, not measured: the molecule C16H21NO5S at a distorted geometry, with the ωB97M-V functional and the def2-TZVPD basis.

Last column: Mulliken charge in e.
Cartesian coordinates (Å):
C1 -0.896 3.206 3.051  -1.169
C2 -0.522 2.577 1.654  -0.191
H1 -1.350 2.465 0.941  0.293
H2 0.329 3.070 1.210  0.298
O1 0.011 1.388 2.134  -0.200
C3 0.178 0.428 1.147  0.848
O2 0.016 0.813 0.055  -0.617
C4 0.759 -0.939 1.412  -0.047
C5 1.042 -1.887 0.452  -0.075
N1 0.882 -1.583 -0.937  -0.111
C6 1.216 -2.814 -1.859  0.395
O3 1.633 -3.824 -1.446  -0.539
C7 1.079 -2.015 -3.231  -0.469
H3 1.926 -2.574 -3.869  0.315
H4 0.299 -2.724 -3.699  0.310
O4 0.721 -0.876 -3.388  -0.277
C8 -0.557 -0.267 -3.505  0.378
O5 -1.482 -1.141 -3.414  -0.675
C9 -0.440 1.035 -3.861  -0.483
C10 -1.808 1.586 -4.346  -0.622
C11 -1.442 1.829 -2.861  0.615
C12 -1.227 2.934 -2.187  -2.171
H5 -0.573 3.600 -2.997  0.233
H6 -0.671 2.792 -1.326  0.296
H7 -1.749 3.622 -2.074  0.860
H8 -2.169 1.204 -2.356  0.378
H9 -1.603 2.703 -4.913  0.210
H10 -2.407 0.885 -4.836  0.378
H11 0.371 1.481 -3.758  0.762
H12 0.554 -0.661 -1.182  0.315
S1 1.440 -3.485 0.982  -0.222
C13 1.270 -2.775 2.706  0.194
C14 0.749 -1.554 2.682  0.258
C15 0.503 -0.670 4.068  -1.067
H13 -0.533 -0.390 4.085  0.280
H14 0.709 -1.578 4.726  0.445
H15 1.308 0.166 4.002  0.220
C16 1.154 -3.871 3.838  -1.274
H16 1.701 -4.781 3.435  0.315
H17 2.159 -3.570 4.521  0.312
H18 0.304 -3.849 4.397  0.387
H19 -1.774 2.497 3.721  0.187
H20 -1.129 4.222 2.989  0.506
H21 0.021 3.324 3.841  0.222

Values from the calculation:
electronic energy	-39484.005	eV
2S+1	1
highest occupied orbital energy	-0.28052	Eh
frontier orbital gap	8.3	eV
energy relative to the best compared isomer or geometry (same formula, charge and spin)	1310.7	kJ/mol

---

Entry 4:
Computed, not measured: a structure of composition C16H22AuN5O4S at a distorted geometry, with the ωB97M-V functional and the def2-TZVPD basis.

Last column: Mulliken charge in e.
Cartesian coordinates (Å):
Au1 -0.418 -0.122 0.207  0.578
C1 0.234 0.691 4.061  -1.377
C2 -0.492 -0.516 3.596  0.002
N1 -0.832 -0.819 2.354  -0.329
C3 -1.516 -2.009 2.389  0.416
C4 -1.605 -2.436 3.691  0.139
N2 -0.950 -1.479 4.415  -0.012
C5 -2.167 -3.607 4.451  0.532
O1 -2.810 -4.531 3.797  -0.481
O2 -1.976 -3.608 5.640  -0.554
C6 -2.111 -2.567 1.131  0.770
O3 -2.785 -3.583 1.154  -0.742
O4 -1.912 -1.850 0.075  -0.437
H1 0.559 1.294 3.217  0.249
H2 1.100 0.408 4.660  0.385
H3 -0.418 1.294 4.695  0.411
H4 -0.860 -1.542 5.422  0.275
H5 -2.889 -4.345 2.840  0.436
N3 -4.343 -0.146 -0.604  -0.333
C7 -3.415 0.058 -1.517  0.840
N4 -3.508 -0.505 -2.708  -0.397
S1 -2.118 1.172 -1.202  -0.525
H6 -5.065 -0.843 -0.720  0.232
H7 -4.268 0.302 0.294  0.226
H8 -4.275 -1.115 -2.959  0.214
H9 -2.834 -0.301 -3.423  0.183
C8 1.004 3.217 -1.751  -0.620
N5 1.238 2.499 -3.033  -0.018
C9 2.537 2.907 -3.631  -0.892
C10 1.075 0.993 -2.904  -0.912
C11 1.948 0.388 -1.840  1.069
C12 3.275 0.106 -2.176  -0.511
C13 4.181 -0.353 -1.234  -0.780
C14 3.776 -0.534 0.077  -0.825
C15 2.443 -0.329 0.415  -0.111
C16 1.532 0.111 -0.533  0.129
H10 0.941 4.286 -1.945  0.402
H11 1.828 3.021 -1.070  0.370
H12 0.076 2.878 -1.301  0.101
H13 0.504 2.797 -3.677  0.327
H14 3.348 2.637 -2.961  0.454
H15 2.547 3.985 -3.775  0.350
H16 2.672 2.424 -4.596  0.354
H17 1.321 0.569 -3.877  0.527
H18 0.027 0.815 -2.685  0.052
H19 3.590 0.237 -3.204  0.536
H20 5.203 -0.564 -1.521  0.424
H21 4.480 -0.854 0.833  0.436
H22 2.129 -0.531 1.434  0.440

Values from the calculation:
electronic energy	-47101.399	eV
expectation value of S²	2.016
2S+1	3
highest occupied orbital energy (spin up / spin down)	-0.54343 / -0.55032	Eh
charge	+2
frontier orbital gap (spin up / spin down)	9.5 / 5.2	eV
energy relative to the best compared isomer or geometry (same formula, charge and spin)	50.9	kJ/mol

---

Entry 5:
Computed, not measured: a structure of composition C16H22BBeN7 at a distorted geometry, with the ωB97M-V functional and the def2-TZVPD basis.

Last column: Mulliken charge in e.
Cartesian coordinates (Å):
H1 -1.832 0.312 2.079  0.395
N1 0.108 -0.208 1.464  0.580
B1 2.454 -0.870 1.075  0.456
N2 1.122 -0.992 1.896  0.032
C1 0.640 -1.741 2.898  -0.172
Be1 0.949 1.079 -0.683  -0.735
H2 1.244 -2.504 3.345  0.510
C2 -0.670 -1.339 3.147  -1.147
H3 -1.345 -1.692 3.889  0.451
C3 -0.982 -0.348 2.215  0.134
H4 3.329 -1.525 1.546  -0.071
C4 0.625 2.202 -1.895  -1.162
H5 0.271 3.172 -1.463  0.308
H6 -0.231 1.795 -2.490  0.164
H7 1.443 2.400 -2.571  0.356
N3 2.774 0.677 1.069  -0.110
N4 2.123 -1.264 -0.412  0.041
N5 1.892 1.550 0.390  0.741
N6 1.247 -0.479 -1.153  0.643
C5 3.782 1.396 1.610  -0.092
C6 2.500 -2.313 -1.167  -0.074
H8 4.600 0.905 2.119  0.463
H9 3.228 -3.017 -0.805  0.471
C7 3.528 2.753 1.370  -1.053
C8 1.793 -2.268 -2.377  -1.065
C9 2.343 2.813 0.624  -0.050
C10 1.006 -1.105 -2.327  -0.213
H10 4.120 3.589 1.700  0.393
H11 1.825 -2.982 -3.168  0.447
H12 1.825 3.664 0.189  0.455
H13 0.335 -0.686 -3.065  0.488
H14 0.304 0.223 0.567  -0.705
C11 -3.058 2.287 -0.125  -0.922
C12 -3.233 0.860 -0.433  0.161
C13 -4.492 0.187 -0.650  -0.804
C14 -4.168 -1.156 -0.904  -0.985
C15 -2.731 -1.239 -0.824  0.385
C16 -1.933 -2.456 -1.024  -0.880
N7 -2.200 -0.016 -0.550  0.199
H15 -2.555 2.807 -0.952  0.140
H16 -2.463 2.431 0.788  0.135
H17 -4.041 2.747 0.023  0.340
H18 -5.464 0.670 -0.611  0.415
H19 -4.822 -1.995 -1.122  0.430
H20 -2.558 -3.337 -0.833  0.389
H21 -1.559 -2.512 -2.056  0.082
H22 -1.075 -2.477 -0.343  0.033

Values from the calculation:
electronic energy	-28457.515	eV
2S+1	1
highest occupied orbital energy	-0.18894	Eh
frontier orbital gap	5.0	eV
energy relative to the best compared isomer or geometry (same formula, charge and spin)	396.6	kJ/mol

---

Entry 6:
Computed, not measured: a structure of composition C16H22BN7O4 at a distorted geometry, with the ωB97M-V functional and the def2-TZVPD basis.

Last column: Mulliken charge in e.
Cartesian coordinates (Å):
C1 -0.575 -2.753 -0.400  -1.267
C2 0.587 -1.790 -0.599  0.441
N1 1.047 -1.093 0.664  0.792
C3 1.263 -1.981 1.815  -0.596
C4 2.172 -3.050 1.891  -0.285
C5 2.292 -3.694 3.143  -0.904
C6 1.504 -3.304 4.223  -0.492
C7 0.605 -2.242 4.102  -1.148
C8 0.518 -1.604 2.897  0.606
C9 2.320 -0.322 0.399  0.578
C10 2.719 0.551 1.573  -1.594
C11 2.216 0.536 -0.854  -1.610
B1 -0.178 -0.317 1.569  0.583
H1 -0.766 0.352 -2.632  0.228
H2 -0.729 -3.283 -1.353  0.438
H3 -0.393 -3.510 0.379  0.321
H4 -1.508 -2.213 -0.173  0.258
H5 1.453 -2.288 -1.071  0.374
H6 0.282 -1.029 -1.333  -0.529
H7 2.793 -3.377 1.051  0.453
H8 2.993 -4.520 3.273  0.414
H9 1.572 -3.782 5.188  0.439
H10 -0.068 -1.867 4.875  0.465
H11 -0.212 -0.729 2.906  0.767
H12 3.070 -1.107 0.222  0.264
H13 3.707 0.964 1.340  0.512
H14 2.024 1.395 1.687  0.396
H15 2.817 0.012 2.522  0.323
H16 3.157 1.100 -0.972  0.485
H17 2.059 -0.038 -1.780  0.405
H18 1.410 1.281 -0.751  0.263
H19 -1.208 -0.667 1.098  -0.094
H20 0.094 0.796 1.843  -0.056
O1 -5.148 4.469 -1.590  -0.548
N2 -3.932 4.651 -1.777  0.868
O2 -3.399 5.774 -1.943  -0.603
C12 -3.036 3.461 -1.866  -0.146
C13 -1.771 3.576 -2.450  -0.211
C14 -1.036 2.456 -2.795  -0.304
N3 0.206 2.485 -3.498  0.986
O3 0.681 3.556 -3.918  -0.666
O4 0.800 1.383 -3.683  -0.684
C15 -1.587 1.076 -2.645  -0.287
N4 -2.489 1.122 -1.499  0.728
N5 -2.993 0.034 -0.836  -0.412
N6 -4.064 0.434 -0.188  -0.649
N7 -4.332 1.727 -0.481  -0.425
C16 -3.354 2.169 -1.298  0.489
H21 -1.412 4.558 -2.744  0.527
H22 -2.168 0.645 -3.527  0.108

Values from the calculation:
electronic energy	-36235.550	eV
2S+1	1
highest occupied orbital energy	-0.25590	Eh
frontier orbital gap	5.9	eV
energy relative to the best compared isomer or geometry (same formula, charge and spin)	165.5	kJ/mol